(1)
The following is a DFT calculation (wB97M-V/def2-TZVPD) of a structure of composition C49H67Ge2N2OPdSSbSiTe in a non-equilibrium geometry.

Last column: Mulliken spin population.
Positions of all 126 atoms, in Å:
Pd 0.92 0.39 0.97  -0.0097
C 4.29 1.37 -0.78  -0.0001
C 3.97 -0.05 -0.47  -0.0004
C 4.90 -1.04 -0.69  0.0000
C 4.60 -2.35 -0.31  0.0002
C 3.39 -2.65 0.27  0.0073
C 2.46 -1.61 0.43  -0.0022
N 2.76 -0.35 0.05  -0.0003
N 1.22 -1.66 0.96  -0.0048
Si 0.76 -3.05 1.95  -0.0066
C 0.93 -4.65 0.95  0.0013
C -1.03 -3.03 2.48  0.0060
C 1.94 -3.14 3.40  0.0001
H 4.60 1.49 -1.82  0.0001
H 5.12 1.72 -0.15  0.0000
H 3.43 2.00 -0.61  0.0002
H 5.85 -0.79 -1.14  0.0000
H 5.33 -3.14 -0.46  0.0002
H 3.17 -3.65 0.59  0.0006
H 1.19 -4.48 -0.10  -0.0035
H -0.02 -5.18 0.97  0.0077
H 1.68 -5.31 1.38  0.0005
H -1.66 -3.36 1.65  -0.0003
H -1.40 -2.09 2.87  0.0013
H -1.13 -3.79 3.26  -0.0006
H 2.96 -3.35 3.05  0.0001
H 1.66 -3.92 4.10  -0.0001
H 1.98 -2.19 3.94  0.0001
Te -2.20 1.23 1.28  0.0808
C -4.18 2.07 1.26  -0.0015
C -4.82 2.50 0.10  -0.0017
C -6.05 3.14 0.19  -0.0023
C -6.63 3.35 1.43  0.0035
C -5.99 2.93 2.58  -0.0011
C -4.76 2.30 2.50  0.0057
H -4.37 2.35 -0.87  -0.0009
H -6.55 3.47 -0.71  -0.0001
H -7.59 3.85 1.50  0.0003
H -6.44 3.10 3.55  -0.0002
H -4.26 1.97 3.41  0.0000
C 3.23 -0.63 11.10  0.0000
C 2.71 -0.37 9.71  0.0000
O 3.38 -0.01 8.79  0.0000
S 0.94 -0.70 9.59  0.0000
C 0.69 -0.46 7.86  0.0001
C 0.94 0.77 7.26  0.0003
C 0.74 0.94 5.91  -0.0009
C 0.27 -0.12 5.11  -0.0011
C 0.00 -1.34 5.73  -0.0004
C 0.21 -1.51 7.09  0.0003
C 0.07 0.04 3.70  -0.0022
C -0.12 0.21 2.50  0.0043
H 4.11 -0.02 11.27  0.0000
H 3.52 -1.68 11.17  0.0000
H 2.48 -0.44 11.86  0.0000
H 1.30 1.60 7.86  0.0000
H 0.93 1.90 5.46  0.0008
H -0.38 -2.16 5.14  0.0000
H 0.01 -2.47 7.55  0.0000
C 2.65 4.00 0.98  -0.0005
Ge 1.90 2.51 2.04  -0.0030
C 0.77 3.38 3.36  0.0041
C 3.27 1.37 2.84  0.0005
Ge 0.45 2.31 -0.36  0.0078
C 1.36 2.20 -2.07  -0.0109
C 1.87 3.36 -2.66  -0.0001
C 2.58 3.28 -3.85  0.0001
C 2.77 2.05 -4.46  -0.0001
C 2.27 0.89 -3.88  -0.0015
C 1.58 0.97 -2.68  -0.0092
C -0.69 3.89 -0.48  -0.0022
C -1.08 4.31 -1.75  0.0001
C -1.95 5.38 -1.90  -0.0001
C -2.41 6.07 -0.79  -0.0004
C -2.01 5.67 0.48  -0.0005
C -1.16 4.59 0.63  0.0080
H 3.39 4.45 1.65  -0.0001
H 1.89 4.75 0.78  0.0001
H 3.16 3.74 0.06  0.0002
H 1.35 3.42 4.28  -0.0001
H -0.15 2.84 3.56  -0.0013
H 0.56 4.40 3.06  0.0006
H 3.53 1.79 3.81  0.0001
H 4.16 1.33 2.21  0.0001
H 2.89 0.36 2.99  -0.0004
H 1.70 4.33 -2.21  0.0001
H 2.97 4.18 -4.30  0.0000
H 3.32 1.99 -5.39  0.0000
H 2.42 -0.07 -4.36  0.0007
H 1.23 0.07 -2.21  0.0157
H -0.74 3.78 -2.63  -0.0002
H -2.26 5.68 -2.89  0.0000
H -3.08 6.91 -0.91  0.0001
H -2.37 6.20 1.35  0.0001
H -0.91 4.27 1.63  -0.0014
C -5.25 -1.04 1.12  0.0005
C -4.21 -2.01 0.59  -0.0161
C -4.83 -2.97 -0.41  0.0202
Sb -2.41 -1.11 -0.28  -0.0146
C -3.33 -0.14 -2.00  -0.0455
C -3.46 -1.16 -3.13  0.0414
C -2.50 1.04 -2.48  0.0142
C -1.05 -3.49 -1.76  0.5623
C 0.03 -2.70 -2.40  0.0739
C -1.85 -4.44 -2.58  0.0035
H -6.11 -1.60 1.48  -0.0005
H -5.60 -0.35 0.36  -0.0004
H -4.87 -0.45 1.96  0.0005
H -3.80 -2.58 1.43  0.0018
H -5.36 -2.43 -1.20  -0.0004
H -5.56 -3.61 0.09  -0.0003
H -4.10 -3.63 -0.88  -0.0066
H -4.32 0.20 -1.69  -0.0040
H -2.48 -1.46 -3.50  -0.0076
H -4.01 -0.72 -3.97  -0.0004
H -3.99 -2.07 -2.84  -0.0038
H -1.46 0.74 -2.66  -0.0018
H -2.49 1.86 -1.77  -0.0027
H -2.89 1.42 -3.43  0.0004
H -0.87 -3.77 -0.73  0.2015
H -0.21 -2.41 -3.42  0.0036
H 0.97 -3.29 -2.44  0.0375
H 0.25 -1.81 -1.80  0.0084
H -2.22 -3.99 -3.50  0.0018
H -2.70 -4.86 -2.03  0.0009
H -1.23 -5.30 -2.88  0.0448

Computed properties:
2S+1: 2
E_LUMO (alpha / beta), eV: -3.9 / -3.9
Net charge: +1
E, hartree: -7569.43833
HOMO-LUMO gap (alpha / beta), eV: 5.222 / 5.700
Max |F|, eV/Å: 3.4
Energy above the lowest of the compared OMol25 structures with the same formula, charge and spin, kJ/mol: 160.7

=====

(2)
The following is a DFT calculation (wB97M-V/def2-TZVPD) of a structure of composition C49H69BBrEuFN4O4Si in a non-equilibrium geometry.

Last column: Mulliken spin population.
Positions of all 131 atoms, in Å:
Eu -0.11 -0.39 -0.64  6.9912
C 4.93 0.50 -4.59  0.0005
C 4.44 -0.21 -3.38  -0.0004
C 5.16 -1.15 -2.71  0.0008
C 4.72 -1.78 -1.53  -0.0004
C 3.38 -1.52 -1.15  -0.0009
Br 2.82 -2.22 0.51  0.0054
N 2.57 -0.81 -1.93  0.0151
C 3.11 -0.12 -2.95  -0.0083
H 5.41 -0.17 -5.28  -0.0001
H 5.71 1.22 -4.31  -0.0001
H 4.20 1.04 -5.14  -0.0001
H 6.19 -1.42 -2.86  0.0001
H 5.29 -2.54 -1.01  -0.0002
H 2.35 0.45 -3.44  -0.0004
O -2.65 0.16 -3.69  -0.0007
H -2.05 0.15 -4.46  -0.0004
H -2.29 -0.62 -3.14  0.0002
O 5.13 1.34 0.42  -0.0001
H 4.16 1.54 0.45  -0.0003
H 5.18 0.35 0.28  -0.0001
O -0.62 1.50 -2.30  0.0138
H -0.06 2.12 -2.87  -0.0029
H -1.42 1.37 -2.88  -0.0018
O 1.41 -0.27 3.32  -0.0020
H 1.92 0.08 2.58  -0.0007
H 0.66 -0.64 2.85  -0.0055
F -1.62 -1.79 -1.84  0.0018
C -0.99 1.42 -7.64  0.0000
C 0.31 0.88 -7.31  0.0000
C 1.00 1.28 -6.24  -0.0002
C 0.43 2.24 -5.29  0.0003
C -0.90 2.64 -5.54  -0.0003
C -1.58 2.25 -6.68  0.0003
N 1.01 2.78 -4.15  0.0001
C 2.33 3.18 -4.04  -0.0009
C 3.12 3.63 -5.14  -0.0001
C 4.40 4.21 -4.93  0.0001
C 4.97 4.24 -3.68  -0.0003
C 4.18 3.71 -2.63  0.0018
C 2.89 3.25 -2.74  0.0015
H -1.49 1.07 -8.52  0.0000
H 0.77 0.25 -8.05  0.0000
H 1.97 0.84 -5.99  0.0000
H -1.35 3.26 -4.77  -0.0002
H -2.57 2.61 -6.81  0.0000
H 2.67 3.57 -6.07  0.0000
H 4.90 4.65 -5.76  0.0000
H 5.91 4.63 -3.37  0.0000
H 4.55 3.73 -1.67  -0.0001
H 2.37 2.89 -1.81  -0.0019
C -4.86 -2.08 -2.18  0.0004
C -4.56 -1.77 -0.65  0.0011
C -5.72 -2.38 0.17  -0.0001
C -4.30 -0.28 -0.26  0.0000
C -4.83 0.72 -1.08  -0.0010
C -4.79 2.02 -0.74  0.0025
C -4.13 2.44 0.39  -0.0013
C -3.58 1.52 1.27  0.0034
C -3.20 2.04 2.67  -0.0049
C -1.69 2.25 2.88  0.0098
C -3.84 1.35 3.84  0.0000
C -3.60 0.17 0.88  0.0124
N -2.95 -0.81 1.73  0.0101
B -1.52 -1.32 1.63  -0.0168
N -1.54 -2.32 2.74  -0.0006
C -2.81 -2.52 3.19  -0.0032
C -3.66 -1.59 2.63  0.0008
C -0.54 -3.33 2.94  -0.0036
C -0.23 -4.22 1.92  -0.0031
C 0.81 -5.12 2.13  -0.0075
C 1.43 -5.25 3.36  0.0006
C 1.06 -4.37 4.36  -0.0041
C 0.13 -3.38 4.17  -0.0038
C -0.20 -2.40 5.34  0.0054
C -1.20 -2.95 6.35  0.0000
C 1.10 -1.87 6.00  0.0000
C -0.97 -4.27 0.60  -0.0093
C -0.34 -5.07 -0.60  -0.0029
C -2.36 -4.80 0.83  0.0029
H -5.27 -3.12 -2.12  0.0001
H -3.91 -2.14 -2.73  -0.0002
H -5.42 -1.37 -2.71  0.0000
H -3.66 -2.22 -0.29  -0.0047
H -6.69 -2.24 -0.24  -0.0002
H -5.78 -1.75 1.16  0.0000
H -5.56 -3.48 0.32  0.0001
H -5.18 0.42 -2.07  -0.0001
H -5.16 2.78 -1.41  0.0001
H -4.17 3.48 0.69  0.0000
H -3.57 3.06 2.54  0.0001
H -1.17 1.35 3.12  -0.0006
H -1.53 2.99 3.68  -0.0001
H -1.26 2.74 2.05  -0.0033
H -3.54 0.32 3.99  0.0003
H -4.91 1.52 3.82  0.0000
H -3.51 1.81 4.74  -0.0001
H -3.10 -3.22 3.96  0.0003
H -4.72 -1.50 2.71  -0.0005
H 1.00 -5.78 1.29  0.0003
H 2.21 -5.96 3.59  0.0000
H 1.53 -4.51 5.36  0.0000
H -0.64 -1.48 4.87  -0.0022
H -1.00 -4.03 6.51  0.0001
H -2.22 -2.90 5.98  -0.0001
H -1.10 -2.41 7.25  0.0000
H 1.28 -2.43 6.93  0.0001
H 1.03 -0.85 6.28  -0.0001
H 1.96 -1.86 5.26  0.0000
H -1.11 -3.24 0.21  0.0148
H -0.33 -6.10 -0.40  -0.0002
H 0.66 -4.64 -0.86  -0.0001
H -0.93 -4.82 -1.48  0.0003
H -2.31 -5.88 0.91  0.0000
H -2.98 -4.46 -0.02  -0.0003
H -2.82 -4.44 1.76  0.0000
C 1.47 3.61 3.90  0.0004
Si 2.66 3.53 2.45  -0.0024
C 4.36 3.48 3.13  0.0003
C 2.45 5.04 1.47  0.0000
C 2.27 2.20 1.30  -0.0161
C 1.65 1.29 0.73  0.0228
H 1.90 4.37 4.59  0.0000
H 1.38 2.67 4.47  -0.0001
H 0.47 3.95 3.59  -0.0001
H 4.67 4.41 3.63  0.0000
H 5.12 3.08 2.46  0.0000
H 4.33 2.77 4.04  -0.0001
H 2.30 5.87 2.11  0.0000
H 1.59 4.93 0.75  0.0001
H 3.31 5.31 0.83  0.0000

Computed properties:
2S+1: 8
E_LUMO (alpha / beta), eV: 3.9 / 3.9
Net charge: -2
E, hartree: -6127.16693
HOMO-LUMO gap (alpha / beta), eV: 5.463 / 5.793
Max |F|, eV/Å: 3.5
Energy above the lowest of the compared OMol25 structures with the same formula, charge and spin, kJ/mol: 144.5

=====

(3)
The following is a DFT calculation (wB97M-V/def2-TZVPD) of a cluster of 3 separate species, C49H70BF6N5O7S2 in total in a non-equilibrium geometry.

Last column: Mulliken spin population.
Positions of all 140 atoms, in Å:
C 2.40 -0.49 3.64  0.0083
C 3.01 0.46 4.81  -0.0004
C 3.56 1.87 4.23  0.0016
C 5.02 2.25 4.76  0.0003
N 6.11 2.18 3.73  0.0002
C 6.14 0.89 3.02  -0.0003
C 6.68 -0.45 3.61  0.0004
C 6.64 -1.79 2.80  -0.0002
C 6.05 -1.83 1.34  -0.0006
B 5.98 -3.25 0.51  -0.0001
O 5.00 -4.26 0.89  0.0002
C 6.98 -3.50 -0.75  -0.0001
C 8.19 -4.48 -0.33  0.0000
C 5.53 -0.49 0.78  0.0018
C 5.55 0.88 1.56  -0.0015
N 5.04 2.12 0.95  0.0001
C 3.67 1.95 0.38  -0.0011
C 2.53 2.93 0.71  -0.0003
F 2.86 4.03 1.56  0.0000
C 1.07 2.72 0.13  -0.0006
O 0.14 3.73 0.52  0.0000
C -0.13 3.70 1.95  0.0002
C 0.12 5.22 2.49  -0.0001
C 0.70 1.52 -0.82  -0.0005
C -0.77 1.28 -1.39  -0.0049
C -1.99 1.82 -0.49  0.0018
C -3.11 0.64 -0.39  -0.0011
O -2.76 -0.38 0.29  0.0017
N -4.46 0.73 -0.98  0.0003
C -5.33 -0.08 -0.07  0.0004
C -6.03 0.61 1.16  0.0002
C -6.89 -0.24 2.14  0.0000
C -7.11 -1.79 1.95  -0.0001
C -6.45 -2.45 0.72  -0.0001
C -5.59 -1.60 -0.25  0.0001
C 1.88 0.54 -1.20  0.0016
S 1.76 -0.89 -2.34  0.0000
O 2.22 -2.18 -1.71  0.0001
O 0.44 -1.11 -3.00  0.0002
C 2.95 -0.53 -3.78  -0.0001
F 3.98 -1.52 -3.88  0.0000
F 3.56 0.75 -3.69  0.0000
C 2.18 -0.56 -5.21  0.0001
F 1.21 0.47 -5.32  0.0002
F 1.69 -1.83 -5.55  0.0000
F 3.19 -0.24 -6.19  0.0000
C 3.32 0.77 -0.58  0.0002
S 4.76 -0.37 -0.93  0.0006
H 1.26 -0.36 3.57  -0.0075
H 2.61 -1.60 3.85  0.0001
H 2.84 -0.27 2.61  -0.0010
H 3.80 -0.10 5.43  0.0000
H 2.13 0.73 5.50  0.0002
H 3.49 1.80 3.09  -0.0013
H 2.85 2.72 4.54  0.0000
H 5.31 1.64 5.69  -0.0001
H 4.98 3.35 5.11  0.0001
H 6.99 2.31 4.25  0.0001
H 7.09 -0.45 4.68  0.0000
H 7.03 -2.74 3.31  0.0000
H 4.60 -4.66 0.08  0.0000
H 6.39 -3.90 -1.65  0.0000
H 7.42 -2.46 -1.02  -0.0001
H 7.80 -5.39 0.25  0.0000
H 8.93 -3.91 0.32  0.0000
H 8.74 -4.82 -1.28  0.0000
H 5.67 2.34 0.15  0.0000
H -1.25 3.49 2.10  0.0000
H 0.49 2.94 2.54  0.0000
H -0.83 5.86 2.44  0.0000
H 0.63 5.22 3.52  0.0000
H 0.85 5.69 1.73  0.0000
H -0.83 1.61 -2.49  0.0074
H -0.92 0.13 -1.40  0.0011
H -2.44 2.80 -0.84  -0.0008
H -1.57 1.90 0.59  -0.0002
H -4.49 0.26 -1.91  -0.0001
H -5.94 1.72 1.39  0.0000
H -7.41 0.20 3.07  0.0000
H -7.73 -2.42 2.69  0.0000
H -6.58 -3.57 0.55  0.0000
H -5.09 -2.11 -1.15  0.0001
C -3.33 -3.62 2.69  0.0270
C -1.79 -3.62 2.87  0.0504
C -1.27 -5.07 2.91  0.0196
C -1.59 -5.79 4.22  -0.0168
C -1.11 -4.97 5.42  0.0142
C -1.64 -3.52 5.41  0.0320
N -1.43 -2.84 4.09  0.2894
O -0.12 -2.51 3.99  0.6207
C -3.14 -3.51 5.78  0.0093
C -0.97 -2.75 6.58  -0.0058
C -1.26 -2.95 1.58  -0.0460
H -3.83 -4.44 3.20  0.0024
H -3.77 -2.68 3.03  -0.0143
H -3.61 -3.72 1.63  0.0007
H -0.19 -5.08 2.77  0.0023
H -1.70 -5.64 2.08  -0.0007
H -2.66 -6.00 4.30  -0.0002
H -1.09 -6.77 4.23  0.0018
H -1.42 -5.48 6.34  0.0002
H -0.02 -4.97 5.42  0.0035
H -3.56 -2.50 5.69  -0.0067
H -3.28 -3.82 6.82  0.0002
H -3.75 -4.19 5.19  0.0011
H 0.12 -2.77 6.53  0.0001
H -1.23 -3.20 7.54  0.0001
H -1.29 -1.71 6.60  0.0009
H -1.59 -1.91 1.50  0.0099
H -1.62 -3.48 0.69  -0.0012
H -0.17 -2.96 1.52  0.0036
C -4.71 4.31 -7.10  0.0141
C -3.76 4.28 -5.87  0.0183
C -2.47 5.07 -6.19  0.0192
C -1.53 4.33 -7.14  -0.0180
C -1.23 2.92 -6.63  0.0162
C -2.51 2.11 -6.33  0.0380
N -3.49 2.86 -5.49  0.3270
O -3.02 2.86 -4.21  0.6032
C -3.18 1.67 -7.66  0.0126
C -2.08 0.76 -5.69  -0.0343
C -4.54 5.05 -4.77  -0.0063
H -4.18 4.30 -8.05  0.0012
H -5.42 3.49 -7.07  -0.0099
H -5.31 5.23 -7.11  0.0009
H -1.93 5.28 -5.26  0.0021
H -2.72 6.04 -6.62  0.0006
H -1.95 4.30 -8.14  -0.0004
H -0.59 4.89 -7.22  0.0018
H -0.62 2.40 -7.37  -0.0002
H -0.62 3.00 -5.73  0.0047
H -4.13 1.18 -7.47  -0.0086
H -2.54 0.96 -8.19  0.0003
H -3.34 2.49 -8.35  0.0016
H -1.49 0.90 -4.78  0.0124
H -1.46 0.18 -6.37  0.0003
H -2.96 0.15 -5.43  -0.0011
H -5.47 4.53 -4.51  0.0000
H -4.81 6.05 -5.12  0.0004
H -3.96 5.19 -3.86  -0.0002

Computed properties:
2S+1: 3
E_LUMO, eV: -0.9
Net charge: 0
E, hartree: -4129.27623
HOMO-LUMO gap, eV: 7.469
Max |F|, eV/Å: 5.5